The following is a quantum chemistry calculation of a cluster of 2 separate species, C3H9NOSi2 in total, from OMol25.

Its SMILES is O=C=C[SiH3].C=N[SiH3]. As for the total charge: 0. The LUMO energy is 0.0264 Ha. The calculation puts the HOMO-LUMO gap at 9.148 eV. Its relative energy (zero: lowest compared OMol25 entry of this formula, charge and spin) is 48.6 kcal/mol.

XYZ file:
```
16
C3H9NOSi2, DFT ωB97M-V with the def2-TZVPD basis set
Si -1.206 -0.318 2.456
Si 0.699 0.837 -2.523
O -1.002 -2.797 -0.040
N 0.708 -0.493 -1.368
C 1.451 -1.510 -1.341
C -0.983 -1.675 0.246
C -1.206 -0.479 0.620
H 1.851 1.663 -2.288
H 2.227 -1.554 -2.002
H -1.908 0.239 0.177
H 0.074 0.339 2.891
H -1.660 -1.418 3.195
H -2.216 0.609 2.942
H 0.779 0.263 -3.778
H 1.139 -2.317 -0.777
H -0.646 1.468 -2.527
```